# 1
5
Properties=species:S:1:pos:R:3 method="wB97M-V/def2-TZVPD" total_charge=+1 homo_ha=-0.619 multiplicity=1 gap_ev=8.2 e_above_lowest_ev=0.0000
H -1.6665 -1.1226 0.1746
O 0.2192 -1.1977 -0.0026
C -0.8168 -0.4880 -0.2194
O -0.7616 0.7536 0.0070
Hg 1.3245 0.5800 0.1129

=====

# 2
15
Properties=species:S:1:pos:R:3 method="wB97M-V/def2-TZVPD" total_charge=0 homo_ha="-0.285 / -0.278" multiplicity=1 gap_ev="8.3 / 8.1" e_above_lowest_ev=4.5083
C 1.5535 1.0190 -0.5303
C 0.0827 2.2412 0.8431
C -1.4169 -2.1401 0.9229
C -0.4751 -1.9530 -1.0518
N 0.9250 1.2090 0.4912
O -0.9457 -1.4012 0.0002
Cl 1.6801 1.9753 -2.0147
Cl 0.0366 -0.9067 -2.3635
H 0.7489 3.1238 1.0761
H -0.4601 2.1204 1.8040
H -0.4446 2.6814 0.1000
H -1.3859 -3.1677 0.7290
H -1.5072 -1.7876 1.9025
H 2.0784 0.0263 -0.6981
H -0.4697 -3.0401 -1.2105

=====

# 3
61
Properties=species:S:1:pos:R:3 method="wB97M-V/def2-TZVPD" total_charge=-2 homo_ha=-0.026 multiplicity=1 gap_ev=3.4
Pb 0.6560 0.1232 -1.2440
Br 2.4266 2.8918 -3.5433
C 0.7840 3.8603 -3.7894
Br -0.7628 3.1614 -2.8687
H 0.5533 3.8462 -4.8451
H 0.9448 4.8647 -3.4238
C 1.3235 -2.4059 1.7258
Si 0.2677 -0.8964 1.2902
C 0.4880 0.2677 2.8065
C -1.5581 -1.4684 1.4880
C -1.9977 -1.9388 2.7349
C -3.3005 -2.3700 2.9367
C -4.2007 -2.3426 1.8771
C -3.7836 -1.8752 0.6396
C -2.4727 -1.4284 0.4184
Si -1.9567 -0.7855 -1.3221
C -2.3681 -2.2479 -2.4554
C -3.3365 0.5025 -1.7149
H 1.1546 -2.7383 2.7585
H 2.3810 -2.1689 1.5986
H 1.1002 -3.2387 1.0548
H 0.5247 -0.3032 3.7416
H -0.3423 0.9748 2.8851
H 1.4147 0.8477 2.7394
H -1.2996 -1.9628 3.5680
H -3.6140 -2.7270 3.9129
H -5.2217 -2.6835 2.0191
H -4.4952 -1.8549 -0.1823
H -3.4421 -2.4751 -2.4615
H -1.8296 -3.1390 -2.1262
H -2.0457 -2.0446 -3.4783
H -4.3326 0.0428 -1.7336
H -3.1668 0.9702 -2.6899
H -3.3544 1.2998 -0.9627
Br 4.7322 -6.1703 -2.1742
C 3.4798 -4.7640 -2.4464
C 2.5401 -4.8471 -3.4525
Br 2.4864 -6.3581 -4.6073
C 1.6070 -3.7997 -3.6070
Br 0.3186 -3.8429 -5.0103
C 1.5636 -2.6679 -2.7811
O 0.7002 -1.7296 -2.9241
C 2.5773 -2.5662 -1.7274
O 2.6054 -1.5315 -0.9796
C 3.4861 -3.6301 -1.6083
Br 4.8013 -3.4388 -0.2418
N 2.1257 6.0209 3.4886
C 0.8783 5.5427 3.2447
S -0.4015 6.1952 4.0661
C 0.7647 4.4453 2.2630
C 1.8748 3.9397 1.5845
C 1.7012 2.9647 0.6183
N 0.5199 2.4667 0.2847
C -0.5397 2.9157 0.9567
C -0.4675 3.8889 1.9376
H 2.1271 6.8729 4.0275
H 2.8040 5.9810 2.7440
H 2.8773 4.2892 1.7936
H 2.5498 2.5570 0.0752
H -1.4911 2.4740 0.6780
H -1.3588 4.2344 2.4429